A molecular structure, C46H36CoN11O9S in a non-equilibrium geometry. Source: the OMol25 dataset; level of theory: ωB97M-V/def2-TZVPD.

Summary:
Kohn-Sham gap (alpha / beta), eV: 7.726 / 7.704
E_tot, eV: -131571.7154
LUMO (alpha / beta), eV: 1.7 / 1.7
⟨S²⟩: 3.76
Charge: -1
Spin multiplicity: 4

Each line ends with the Löwdin spin population.
Atoms and positions in Å:
Co 0.816 1.022 -0.189  2.727
O -5.921 0.139 0.795  0.000
C -5.426 0.477 -0.299  0.000
O -5.925 0.580 -1.431  0.000
C -3.900 0.734 -0.242  -0.001
C -3.163 0.843 -1.410  0.001
C -1.786 0.967 -1.340  0.004
N -1.152 0.959 -0.163  0.038
C -1.847 0.881 0.966  0.003
C -3.227 0.784 0.967  0.001
C -1.006 0.783 2.192  0.002
C -1.541 0.919 3.469  0.001
C -0.733 0.705 4.566  -0.001
C 0.596 0.362 4.358  0.001
C 1.056 0.290 3.059  0.003
N 0.288 0.505 1.990  0.031
C -0.902 1.137 -2.536  0.003
C -1.419 1.300 -3.810  0.001
C -0.550 1.524 -4.868  0.000
C 0.805 1.606 -4.612  0.001
C 1.247 1.414 -3.311  0.003
N 0.425 1.146 -2.306  0.034
H -3.702 0.813 -2.347  0.000
H -3.802 0.702 1.879  0.000
H -2.579 1.195 3.582  0.000
H -1.126 0.802 5.570  0.000
H 1.269 0.166 5.181  0.000
H 2.102 0.072 2.866  0.000
H -2.487 1.271 -3.968  0.000
H -0.932 1.639 -5.874  0.000
H 1.520 1.812 -5.396  0.000
H 2.301 1.444 -3.072  0.000
N 4.467 -5.362 1.481  0.000
C 4.361 -4.103 0.897  0.000
C 3.714 -3.948 -0.331  0.000
C 3.640 -2.705 -0.931  0.000
C 4.214 -1.601 -0.311  0.001
C 4.877 -1.744 0.900  0.000
C 4.943 -2.989 1.504  0.000
S 4.117 -0.011 -1.075  0.005
O 3.655 -0.252 -2.421  0.000
O 5.385 0.638 -0.910  0.005
N 2.909 0.761 -0.304  0.023
C 3.172 1.532 0.799  0.000
N 4.303 1.457 1.530  0.001
C 4.446 2.379 2.470  -0.001
C 3.492 3.348 2.753  0.002
C 2.299 3.228 2.063  0.004
N 2.130 2.319 1.122  0.030
H 3.821 -6.061 1.157  0.000
H 4.646 -5.390 2.470  0.000
H 3.261 -4.811 -0.809  0.000
H 3.149 -2.569 -1.885  0.000
H 5.327 -0.870 1.356  0.000
H 5.461 -3.108 2.449  0.000
H 5.366 2.323 3.047  0.000
H 3.646 4.113 3.501  0.000
H 1.439 3.856 2.282  0.000
C -5.515 -3.757 2.303  0.000
C -4.670 -4.199 1.138  0.000
C -4.247 -5.516 1.008  0.000
C -3.448 -5.913 -0.054  0.000
C -3.055 -4.996 -1.019  0.000
N -2.259 -5.498 -2.087  0.000
C -1.558 -4.849 -3.074  0.000
O -1.433 -5.334 -4.184  0.000
N -0.976 -3.632 -2.768  0.000
C -0.368 -3.202 -1.574  0.001
C -0.162 -3.995 -0.454  -0.001
C 0.512 -3.435 0.616  0.001
C 0.932 -2.121 0.553  0.001
N 0.698 -1.332 -0.498  0.030
C 0.087 -1.888 -1.537  0.002
C -3.482 -3.676 -0.913  0.000
C -4.278 -3.291 0.156  0.000
H -5.891 -4.615 2.863  0.000
H -6.359 -3.154 1.969  0.000
H -4.934 -3.132 2.984  0.000
H -4.548 -6.250 1.748  0.000
H -3.126 -6.946 -0.135  0.000
H -2.488 -6.436 -2.376  0.000
H -0.673 -3.153 -3.603  0.000
H -0.496 -5.021 -0.421  0.000
H 0.723 -4.020 1.502  0.000
H 1.503 -1.693 1.366  0.000
H -0.052 -1.263 -2.413  0.000
H -3.219 -2.948 -1.668  0.000
H -4.622 -2.264 0.217  0.000
O -1.024 3.979 0.780  0.000
C -0.171 4.115 -0.108  0.003
O 0.439 3.219 -0.750  0.037
C 0.299 5.537 -0.409  0.002
C 1.546 5.760 -0.980  0.000
C 2.015 7.053 -1.185  0.000
C 1.231 8.139 -0.835  0.000
C -0.016 7.899 -0.284  0.000
C -0.491 6.621 -0.055  0.000
N -0.854 9.054 0.090  0.000
O -0.346 10.163 0.049  0.000
O -2.001 8.839 0.432  0.000
H 2.138 4.898 -1.266  0.000
H 2.994 7.214 -1.617  0.000
H 1.561 9.156 -0.987  0.000
H -1.456 6.460 0.405  0.000

=====

A molecular structure, C46H36LiN2 in a non-equilibrium geometry. Source: the OMol25 dataset; level of theory: ωB97M-V/def2-TZVPD.

Summary:
Kohn-Sham gap, eV: 4.715
E_tot, eV: -51471.8026
LUMO, eV: 2.4
Charge: -1

Each line ends with the Mulliken charge.
Atoms and positions in Å:
C 6.400 2.632 -1.549  -0.421
C 6.436 2.924 -0.181  -0.710
C 5.280 3.357 0.470  -0.296
C 4.086 3.489 -0.253  0.640
N 2.894 3.869 0.446  0.705
C 2.383 5.192 0.234  0.560
C 1.727 5.534 -0.945  -0.093
C 1.210 6.826 -1.103  -0.803
C 1.374 7.776 -0.092  -0.382
C 2.043 7.432 1.090  -0.640
C 2.553 6.145 1.252  -0.256
C 1.954 2.820 0.647  0.492
C 1.907 2.196 1.906  -0.149
C 1.027 1.153 2.110  -1.715
C 0.168 0.681 1.069  1.739
C -0.777 -0.311 1.421  -0.660
C -1.796 -0.895 0.635  1.082
C -2.489 -2.015 1.199  -1.470
C -3.448 -2.706 0.494  -0.374
C -3.833 -2.257 -0.785  0.614
N -4.876 -2.927 -1.447  0.753
C -5.753 -2.171 -2.291  -0.024
C -5.339 -1.756 -3.555  -0.005
C -6.136 -0.868 -4.285  -0.784
C -7.384 -0.481 -3.790  -0.412
C -7.832 -0.968 -2.557  -0.578
C -7.020 -1.819 -1.806  -0.330
C -4.729 -4.323 -1.711  -0.184
C -5.491 -5.273 -1.019  -0.128
C -5.342 -6.632 -1.316  -0.647
C -4.467 -7.041 -2.327  -0.371
C -3.725 -6.087 -3.032  -0.689
C -3.855 -4.732 -2.724  -0.162
C -3.213 -1.129 -1.339  0.142
C -2.222 -0.450 -0.650  -1.644
C 0.362 1.232 -0.229  -1.682
C 1.165 2.351 -0.399  0.149
C 4.048 3.202 -1.615  -0.046
C 5.205 2.760 -2.263  -0.828
H 7.303 2.293 -2.061  0.362
H 7.367 2.827 0.379  0.365
H 5.272 3.607 1.532  0.379
H 1.630 4.788 -1.733  -0.022
H 0.690 7.079 -2.027  0.362
H 0.972 8.782 -0.220  0.354
H 2.175 8.170 1.882  0.352
H 3.090 5.847 2.154  0.377
H 2.550 2.573 2.703  0.436
H 0.937 0.701 3.100  0.081
H -0.734 -0.653 2.457  0.192
H -2.233 -2.319 2.214  0.291
H -3.947 -3.579 0.914  0.364
H -4.373 -2.100 -3.935  0.270
H -5.772 -0.492 -5.241  0.346
H -8.004 0.210 -4.362  0.353
H -8.812 -0.683 -2.174  0.347
H -7.339 -2.214 -0.839  0.369
H -6.193 -4.933 -0.257  0.367
H -5.924 -7.373 -0.766  0.344
H -4.354 -8.102 -2.563  0.351
H -3.050 -6.386 -3.834  0.345
H -3.302 -3.969 -3.274  0.324
H -3.503 -0.788 -2.331  0.331
H -1.814 0.450 -1.102  0.276
H -0.103 0.797 -1.111  0.299
H 1.206 2.854 -1.365  0.082
H 3.109 3.327 -2.155  0.021
H 5.162 2.531 -3.328  0.367
C 4.352 -2.714 1.739  -1.482
Li 3.377 -0.525 1.648  0.826
C 2.983 -2.894 1.425  -0.567
C 2.208 -2.328 2.474  -0.679
C 3.099 -1.856 3.490  0.425
C 4.442 -2.162 3.054  1.190
C 5.524 -1.845 3.890  -0.795
C 5.301 -1.021 4.989  -0.420
C 3.994 -0.656 5.374  -0.765
C 2.889 -1.122 4.666  -0.431
H 5.214 -3.063 1.164  0.372
H 2.607 -3.472 0.582  0.405
H 1.135 -2.375 2.633  0.388
H 6.506 -2.265 3.654  0.347
H 6.147 -0.692 5.594  0.373
H 3.857 -0.046 6.268  0.342
H 1.865 -0.935 4.987  0.392

=====

> What is the charge in the first record?

-1

=====

> The lowest E_tot belongs to which entry?

C46H36CoN11O9S